191
Properties=species:S:1:pos:R:3 method="wB97M-V/def2-TZVPD" gap_ev=7.84 spin_multiplicity=1 e_above_lowest_kcal_mol=148.4
C 1.906 9.486 2.461
C 1.095 8.177 2.303
C 1.910 7.222 1.329
O 1.264 5.968 1.091
C 1.972 5.120 0.174
N 1.027 7.706 3.678
H 1.348 10.382 2.733
H 2.379 9.774 1.521
H 2.595 9.523 3.305
H 0.128 8.524 1.939
H 2.947 7.136 1.657
H 2.119 7.660 0.352
H 1.515 4.163 -0.077
H 2.987 4.937 0.528
H 1.896 5.602 -0.801
H 0.318 6.987 3.744
H 1.922 7.246 3.776
C 2.912 0.266 -6.428
C 2.248 -0.332 -5.161
C 1.977 -1.896 -5.362
O 0.635 -2.118 -5.889
C 0.265 -3.477 -5.917
N 3.032 -0.025 -3.929
H 3.724 -0.296 -6.890
H 3.113 1.330 -6.302
H 2.118 0.140 -7.165
H 1.278 0.159 -5.072
H 2.156 -2.398 -4.410
H 2.720 -2.516 -5.866
H 0.397 -4.015 -4.978
H 0.757 -4.055 -6.699
H -0.804 -3.482 -6.128
H 3.305 0.947 -3.968
H 2.309 -0.031 -3.223
C -4.896 2.466 0.985
C -3.657 3.008 1.809
C -3.313 2.070 3.058
O -4.457 1.946 3.931
C -4.662 2.986 4.802
N -2.523 2.896 0.839
H -5.763 2.605 1.631
H -4.981 1.421 0.688
H -5.070 3.018 0.061
H -3.622 4.055 2.109
H -2.323 2.326 3.438
H -3.169 1.134 2.518
H -3.911 3.052 5.590
H -5.613 2.863 5.319
H -4.798 3.914 4.244
H -2.450 1.974 0.432
H -1.676 3.107 1.347
C -2.511 -6.530 0.808
C -3.636 -6.036 1.665
C -4.971 -6.729 1.353
O -5.479 -6.601 0.032
C -5.511 -5.268 -0.552
N -3.287 -6.125 3.089
H -2.097 -7.517 1.011
H -1.678 -5.830 0.863
H -2.883 -6.491 -0.216
H -3.782 -4.958 1.592
H -5.628 -6.435 2.173
H -4.806 -7.799 1.482
H -4.548 -4.877 -0.881
H -5.920 -4.469 0.067
H -6.218 -5.472 -1.356
H -3.631 -7.051 3.305
H -3.985 -5.492 3.454
C 3.789 -6.482 0.476
C 2.966 -6.736 -0.824
C 1.962 -7.898 -0.731
O 2.626 -9.052 -0.206
C 3.149 -9.923 -1.253
N 2.185 -5.521 -1.096
H 3.164 -5.978 1.213
H 4.594 -5.778 0.264
H 4.166 -7.445 0.820
H 3.654 -6.963 -1.639
H 1.487 -8.092 -1.693
H 1.214 -7.790 0.055
H 3.416 -10.892 -0.832
H 4.002 -9.371 -1.648
H 2.466 -10.006 -2.099
H 1.601 -5.301 -0.302
H 2.796 -4.729 -1.235
C -3.379 2.374 -3.006
C -2.542 3.582 -2.938
C -2.744 4.545 -4.212
O -2.566 4.043 -5.569
C -1.369 3.363 -5.790
N -2.882 4.288 -1.665
H -3.044 1.591 -2.325
H -3.383 2.047 -4.046
H -4.367 2.626 -2.620
H -1.493 3.323 -2.792
H -2.131 5.434 -4.065
H -3.792 4.845 -4.216
H -0.432 3.874 -5.566
H -1.372 3.118 -6.852
H -1.266 2.396 -5.294
H -2.940 3.602 -0.924
H -3.782 4.739 -1.755
C 1.228 1.228 1.094
C 0.554 0.499 -0.085
C -0.572 -0.534 0.328
O -0.864 -1.547 -0.657
C 0.003 -2.697 -0.760
N 0.287 1.497 -1.078
H 2.027 1.864 0.711
H 1.705 0.464 1.709
H 0.621 1.693 1.870
H 1.296 -0.111 -0.601
H -1.514 -0.057 0.597
H -0.031 -0.963 1.172
H 1.020 -2.315 -0.676
H -0.004 -3.203 -1.726
H -0.191 -3.458 -0.004
H -0.219 1.129 -1.871
H -0.331 2.216 -0.726
C 1.976 3.528 -4.035
O 2.917 2.731 -4.029
N 1.165 3.664 -2.995
N 1.795 4.538 -4.815
H 1.421 2.953 -2.324
H 0.617 4.501 -2.867
H 2.616 4.786 -5.349
H 1.028 5.143 -4.563
C -3.808 -2.101 0.845
O -2.947 -2.064 1.707
N -5.075 -1.994 0.974
N -3.419 -2.410 -0.403
H -5.656 -2.015 0.149
H -5.463 -1.868 1.897
H -4.032 -2.651 -1.169
H -2.435 -2.237 -0.552
C 4.384 -1.892 3.623
O 4.860 -2.165 4.736
N 4.619 -2.520 2.480
N 3.527 -0.892 3.443
H 4.669 -1.878 1.700
H 5.291 -3.196 2.813
H 3.777 0.020 3.797
H 3.094 -0.791 2.537
C 5.049 0.782 0.376
O 4.620 -0.286 0.755
N 5.917 1.442 1.074
N 4.511 1.461 -0.576
H 6.355 1.007 1.873
H 6.249 2.331 0.731
H 4.821 2.397 -0.792
H 3.682 0.979 -0.892
C 0.289 -3.854 2.965
O 0.841 -2.741 3.064
N 0.843 -5.049 3.249
N -0.979 -3.952 2.624
H 1.681 -5.159 3.802
H 0.257 -5.866 3.344
H -1.488 -3.080 2.600
H -1.451 -4.820 2.420
C 4.298 4.543 2.988
O 3.530 5.060 3.804
N 4.116 3.383 2.469
N 5.453 5.037 2.655
H 3.284 2.903 2.781
H 4.866 2.966 1.937
H 5.473 6.047 2.649
H 6.270 4.471 2.482
C -0.514 4.903 4.002
O -1.054 5.987 4.046
N 0.466 4.525 3.238
N -0.675 3.973 4.978
H 0.821 5.162 2.538
H 0.942 3.660 3.446
H -0.494 2.983 4.887
H -1.353 4.263 5.668
C -0.146 0.274 4.527
O -0.551 1.324 4.981
N -0.853 -0.656 3.874
N 1.011 -0.196 4.763
H -1.823 -0.448 3.683
H -0.408 -1.516 3.587
H 1.742 0.307 5.243
H 1.325 -1.046 4.316
C -3.707 -2.321 -4.121
O -4.576 -2.611 -3.333
N -2.413 -2.344 -3.843
N -3.966 -1.970 -5.363
H -1.688 -2.252 -4.540
H -2.137 -2.334 -2.872
H -3.240 -1.594 -5.955
H -4.905 -1.782 -5.682

221
Properties=species:S:1:pos:R:3 method="wB97M-V/def2-TZVPD" gap_ev=8.31 spin_multiplicity=1 e_above_lowest_kcal_mol=21.4
C -18.452 -7.063 -17.049
O -19.667 -7.296 -17.102
N -17.389 -7.751 -17.494
N -17.901 -6.089 -16.328
H -16.498 -7.295 -17.359
H -17.597 -8.652 -17.899
H -16.924 -5.893 -16.497
H -18.455 -5.257 -16.180
C -15.755 -13.520 -10.449
O -16.514 -14.185 -9.826
N -14.617 -13.952 -10.934
N -15.975 -12.224 -10.593
H -14.313 -14.861 -10.615
H -13.925 -13.227 -11.057
H -16.877 -11.963 -10.221
H -15.332 -11.662 -11.133
C -18.115 -4.609 -6.606
O -18.201 -5.647 -5.899
N -18.621 -3.442 -6.379
N -17.487 -4.614 -7.750
H -19.289 -3.388 -5.623
H -18.645 -2.730 -7.094
H -17.141 -5.548 -7.922
H -17.587 -3.836 -8.386
C -24.824 -9.919 -15.534
O -23.776 -10.176 -16.113
N -24.952 -8.965 -14.653
N -26.036 -10.394 -15.857
H -25.849 -8.500 -14.637
H -24.006 -8.613 -14.688
H -26.800 -10.142 -15.246
H -26.119 -11.198 -16.462
C -22.333 -5.138 -9.465
O -22.689 -4.806 -10.576
N -22.661 -6.341 -9.107
N -21.740 -4.422 -8.525
H -23.385 -6.774 -9.664
H -21.819 -6.892 -9.020
H -21.678 -3.433 -8.723
H -21.351 -4.839 -7.692
C -26.794 -6.665 -11.652
O -26.852 -7.216 -10.600
N -27.769 -5.834 -11.999
N -25.766 -6.788 -12.510
H -27.657 -5.311 -12.856
H -28.526 -5.943 -11.340
H -25.121 -7.534 -12.294
H -25.661 -6.068 -13.211
C -14.529 -7.275 -11.567
O -14.294 -6.294 -10.854
N -14.990 -8.454 -11.212
N -14.273 -7.317 -12.823
H -15.159 -9.127 -11.945
H -15.072 -8.552 -10.210
H -14.302 -8.187 -13.336
H -13.905 -6.450 -13.185
C -21.699 -2.872 -14.363
O -22.211 -1.840 -14.249
N -22.347 -3.964 -14.698
N -20.437 -3.024 -14.148
H -21.926 -4.882 -14.695
H -23.349 -3.867 -14.777
H -20.022 -3.944 -14.168
H -20.046 -2.183 -13.748
C -24.156 -1.418 -10.946
O -24.786 -1.570 -9.956
N -23.378 -2.286 -11.535
N -24.286 -0.321 -11.643
H -23.062 -3.154 -11.127
H -22.718 -1.901 -12.196
H -24.813 0.369 -11.126
H -23.534 -0.024 -12.248
C -20.378 -8.225 -7.147
O -21.310 -8.849 -7.681
N -19.153 -8.608 -7.028
N -20.562 -7.144 -6.458
H -18.469 -7.983 -6.627
H -18.854 -9.214 -7.779
H -21.481 -7.071 -6.045
H -19.713 -6.756 -6.072
C -16.436 -10.693 -13.984
O -15.883 -10.498 -12.913
N -17.679 -10.855 -14.107
N -15.756 -10.638 -15.096
H -18.369 -10.621 -13.408
H -18.110 -10.626 -14.991
H -16.314 -10.878 -15.903
H -14.783 -10.901 -15.026
C -24.070 -9.702 -10.203
O -24.686 -10.175 -11.090
N -22.856 -10.058 -9.902
N -24.575 -8.715 -9.585
H -22.375 -9.599 -9.141
H -22.557 -10.721 -10.603
H -25.459 -8.278 -9.803
H -24.019 -8.334 -8.832
C -18.958 -10.900 -10.474
O -18.772 -12.000 -9.985
N -18.081 -9.928 -10.363
N -20.125 -10.562 -10.998
H -17.161 -10.264 -10.119
H -18.382 -8.994 -10.603
H -20.104 -9.559 -11.119
H -20.872 -11.241 -10.981
C -20.379 -10.769 -16.602
O -19.202 -10.911 -16.545
N -21.178 -11.734 -16.311
N -20.984 -9.652 -16.939
H -22.157 -11.647 -16.541
H -20.811 -12.579 -15.897
H -20.435 -8.831 -17.150
H -21.987 -9.719 -17.042
C -22.503 -12.830 -12.343
O -21.887 -12.474 -11.366
N -21.900 -13.546 -13.315
N -23.649 -12.291 -12.703
H -20.911 -13.693 -13.169
H -22.248 -13.632 -14.259
H -24.111 -12.627 -13.536
H -24.113 -11.640 -12.085
C -23.479 -6.063 -16.806
O -24.348 -6.297 -15.986
N -23.382 -4.943 -17.444
N -22.485 -6.916 -16.998
H -24.071 -4.213 -17.561
H -22.719 -4.942 -18.206
H -21.679 -6.665 -17.553
H -22.510 -7.765 -16.452
C -25.600 -2.393 -16.239
O -25.089 -2.622 -17.294
N -25.011 -2.242 -15.048
N -26.830 -2.100 -16.001
H -24.018 -2.159 -15.211
H -25.550 -1.908 -14.262
H -27.109 -1.775 -15.087
H -27.584 -2.303 -16.641
C -15.492 -2.169 -16.333
C -16.685 -2.641 -15.467
C -16.457 -2.097 -14.012
O -17.412 -2.801 -13.297
C -16.941 -3.563 -12.192
N -17.938 -2.261 -16.078
H -14.541 -2.571 -15.984
H -15.369 -1.092 -16.220
H -15.723 -2.271 -17.393
H -16.624 -3.729 -15.519
H -16.449 -1.010 -13.947
H -15.426 -2.389 -13.814
H -16.441 -2.858 -11.528
H -16.134 -4.126 -12.663
H -17.776 -4.045 -11.684
H -18.653 -2.539 -15.421
H -17.899 -1.263 -16.229
C -18.970 -1.474 -10.481
C -18.139 -0.767 -9.493
C -16.622 -1.075 -9.282
O -16.521 -2.514 -9.292
C -15.202 -2.962 -9.198
N -18.437 0.663 -9.582
H -18.907 -2.560 -10.402
H -18.660 -1.106 -11.458
H -20.005 -1.151 -10.374
H -18.620 -1.104 -8.575
H -16.165 -0.638 -8.394
H -16.087 -0.713 -10.160
H -14.820 -2.749 -8.200
H -14.579 -2.580 -10.007
H -15.353 -4.030 -9.355
H -18.363 1.078 -8.665
H -19.446 0.630 -9.624
C -28.515 -6.686 -15.666
C -28.196 -5.222 -15.807
C -29.484 -4.382 -15.515
O -29.569 -3.132 -16.222
C -30.787 -2.617 -16.606
N -26.990 -5.008 -15.034
H -29.272 -7.137 -16.307
H -28.920 -6.872 -14.672
H -27.696 -7.365 -15.901
H -27.956 -5.021 -16.852
H -29.658 -4.186 -14.457
H -30.394 -4.921 -15.778
H -30.336 -1.633 -16.738
H -31.556 -2.562 -15.835
H -31.226 -2.938 -17.550
H -26.739 -4.099 -15.396
H -26.330 -5.679 -15.399
C -14.652 -6.834 -7.916
C -14.851 -7.790 -6.694
C -13.877 -7.563 -5.470
O -13.984 -8.472 -4.359
C -13.640 -9.785 -4.760
N -16.264 -7.812 -6.348
H -14.591 -5.800 -7.575
H -15.461 -6.769 -8.644
H -13.708 -7.102 -8.388
H -14.762 -8.742 -7.218
H -13.912 -6.563 -5.036
H -12.841 -7.690 -5.786
H -14.379 -10.152 -5.472
H -13.834 -10.373 -3.863
H -12.717 -10.065 -5.268
H -16.527 -6.995 -5.815
H -16.394 -8.531 -5.650
C -20.301 -8.420 -13.593
C -21.074 -7.461 -12.635
C -20.068 -6.489 -12.016
O -19.487 -7.198 -10.980
C -18.443 -6.561 -10.208
N -21.849 -6.598 -13.620
H -21.112 -8.985 -14.053
H -19.589 -9.016 -13.021
H -19.812 -7.954 -14.449
H -21.547 -7.893 -11.753
H -20.584 -5.636 -11.577
H -19.360 -6.201 -12.794
H -17.569 -6.631 -10.854
H -18.153 -7.167 -9.349
H -18.641 -5.581 -9.774
H -22.374 -5.868 -13.158
H -22.487 -7.260 -14.039

83
Properties=species:S:1:pos:R:3 method="wB97M-V/def2-TZVPD" gap_ev="7.58 / 7.21" total_charge=+1 spin_multiplicity=6 e_above_lowest_kcal_mol=0.0
Ru -0.070 0.337 -0.036
O -3.930 -1.225 4.301
C -3.872 0.090 4.214
O -4.567 0.821 4.871
C -2.915 0.671 3.222
C -2.804 2.034 3.000
N -1.883 2.212 2.044
N -1.403 1.043 1.616
C -1.999 0.094 2.325
C -1.618 -1.331 1.984
O -2.113 -2.253 2.623
O -0.783 -1.425 1.023
H -3.304 -1.679 3.677
H -3.329 2.850 3.466
H -1.614 3.053 1.560
Se 7.333 -2.549 -0.375
N 5.931 -2.635 -1.468
C 4.940 -2.021 -0.873
C 3.613 -1.878 -1.455
C 3.277 -2.406 -2.702
C 1.989 -2.232 -3.175
C 1.073 -1.523 -2.400
N 1.387 -1.009 -1.221
C 2.626 -1.182 -0.737
C 2.919 -0.618 0.583
N 1.923 0.032 1.208
C 2.134 0.538 2.413
C 3.360 0.430 3.066
C 4.402 -0.223 2.433
C 4.190 -0.763 1.165
C 5.225 -1.469 0.426
N 6.443 -1.641 0.871
H 4.028 -2.940 -3.267
H 1.683 -2.629 -4.131
H 0.056 -1.352 -2.731
H 1.296 1.050 2.870
H 3.478 0.857 4.051
H 5.375 -0.328 2.892
F -0.927 5.357 -0.564
C -1.066 5.489 -1.895
C -0.059 5.018 -2.722
C -0.249 5.177 -4.082
F 0.670 4.732 -4.944
C -1.384 5.781 -4.608
F -1.535 5.910 -5.919
C -2.370 6.241 -3.746
F -3.460 6.808 -4.227
C -2.212 6.095 -2.373
F -3.154 6.529 -1.541
Ge 1.446 4.089 -1.904
S 0.559 2.404 -0.808
C 2.396 5.179 -0.594
C 2.182 6.528 -0.371
F 1.270 7.187 -1.097
C 2.893 7.246 0.580
F 2.660 8.538 0.765
C 3.861 6.598 1.337
F 4.548 7.264 2.244
C 4.106 5.245 1.132
F 5.031 4.615 1.849
C 3.373 4.569 0.173
F 3.633 3.263 -0.019
C 2.790 3.516 -3.206
C 3.187 2.224 -3.496
F 2.595 1.176 -2.906
C 4.205 1.944 -4.396
F 4.553 0.683 -4.642
C 4.862 2.985 -5.037
F 5.831 2.729 -5.894
C 4.491 4.298 -4.770
F 5.106 5.304 -5.376
C 3.469 4.528 -3.865
F 3.107 5.799 -3.618
N -5.098 0.753 -2.336
C -3.910 -0.159 -2.452
C -2.803 0.468 -1.556
O -3.137 1.496 -0.943
O -1.716 -0.161 -1.539
H -5.934 0.285 -1.997
H -5.322 1.227 -3.206
H -4.724 1.460 -1.624
H -3.604 -0.243 -3.490
H -4.174 -1.145 -2.078